ORCA calculation (ωB97M-V/def2-TZVPD) on a cluster of 8 separate species, C25H51NO24 in total in a non-equilibrium geometry.

Results
Net charge   0
E   -2843.739832 Eh
2S+1   1
HOMO   -9.6 eV
SMILES string   NCCCOC(=O)O.COC(=O)OC.COC(=O)OC.COC(=O)OC.COC(=O)OC.COC(=O)OC.COC(=O)OC.COC(=O)OC

Geometry (Å):
N -0.914 1.435 -2.271
C -1.908 2.511 -2.418
C -3.302 1.859 -2.463
C -4.410 2.894 -2.223
O -5.680 2.361 -1.813
C -6.156 1.405 -2.641
O -6.892 1.618 -3.493
O -5.790 0.134 -2.419
H -1.362 0.597 -2.617
H -0.073 1.639 -2.792
H -1.893 3.186 -1.552
H -1.729 3.137 -3.302
H -3.447 1.310 -3.400
H -3.324 1.116 -1.650
H -4.481 3.530 -3.113
H -4.072 3.520 -1.395
H -5.213 0.140 -1.639
C 1.016 -3.431 1.261
O 0.995 -2.165 1.927
C 0.355 -1.211 1.250
O -0.173 -1.347 0.175
O 0.398 -0.087 1.964
C -0.264 1.022 1.349
H 1.557 -4.128 1.896
H 0.003 -3.806 1.116
H 1.535 -3.353 0.306
H -1.323 0.807 1.212
H 0.199 1.271 0.396
H -0.165 1.872 2.020
C -5.264 7.982 2.500
O -6.338 7.095 2.184
C -6.097 6.286 1.151
O -5.085 6.250 0.496
O -7.164 5.514 0.961
C -7.010 4.601 -0.129
H -5.582 8.580 3.350
H -4.372 7.422 2.777
H -5.054 8.645 1.662
H -6.178 3.927 0.057
H -6.866 5.138 -1.065
H -7.923 4.016 -0.200
C -1.139 5.962 0.221
O 0.151 6.572 0.190
C 1.109 5.791 -0.313
O 0.964 4.668 -0.722
O 2.256 6.473 -0.286
C 3.380 5.754 -0.799
H -1.833 6.683 0.646
H -1.470 5.711 -0.786
H -1.129 5.073 0.852
H 3.228 5.496 -1.846
H 3.567 4.859 -0.209
H 4.246 6.407 -0.723
C -2.697 -3.018 -1.026
O -3.840 -3.339 -0.229
C -3.889 -4.608 0.176
O -3.069 -5.458 -0.060
O -5.001 -4.771 0.896
C -5.184 -6.093 1.402
H -2.769 -1.964 -1.284
H -1.778 -3.174 -0.468
H -2.692 -3.604 -1.945
H -4.368 -6.366 2.071
H -5.264 -6.810 0.586
H -6.114 -6.095 1.964
C 5.985 -6.158 3.315
O 5.453 -7.481 3.247
C 4.228 -7.553 2.722
O 3.575 -6.624 2.322
O 3.854 -8.833 2.717
C 2.552 -9.063 2.176
H 6.976 -6.234 3.756
H 6.075 -5.727 2.319
H 5.365 -5.526 3.949
H 2.507 -8.748 1.134
H 1.794 -8.546 2.763
H 2.367 -10.133 2.227
C 2.747 -11.660 -3.368
O 1.689 -11.143 -2.562
C 1.529 -9.819 -2.650
O 2.184 -9.073 -3.328
O 0.517 -9.471 -1.853
C 0.229 -8.071 -1.845
H 2.774 -12.735 -3.210
H 2.558 -11.464 -4.423
H 3.704 -11.235 -3.067
H -0.060 -7.732 -2.838
H 1.086 -7.505 -1.482
H -0.605 -7.915 -1.166
C 5.558 8.584 1.652
O 6.847 9.197 1.623
C 7.808 8.420 1.119
O 7.666 7.297 0.709
O 8.952 9.105 1.149
C 10.077 8.391 0.636
H 4.865 9.305 2.078
H 5.228 8.334 0.645
H 5.568 7.696 2.283
H 9.925 8.135 -0.412
H 10.265 7.494 1.224
H 10.938 9.050 0.715

Results of the Löwdin charge analysis, in e, for atoms 1 through 99:
1. N 0.014
2. C -0.270
3. C -0.182
4. C -0.156
5. O -0.006
6. C -0.678
7. O 0.211
8. O 0.146
9. H 0.056
10. H 0.071
11. H 0.094
12. H 0.117
13. H 0.127
14. H 0.113
15. H 0.142
16. H 0.122
17. H 0.114
18. C -0.030
19. O 0.010
20. C -0.613
21. O 0.107
22. O 0.008
23. C -0.042
24. H 0.091
25. H 0.087
26. H 0.101
27. H 0.094
28. H 0.083
29. H 0.091
30. C -0.042
31. O 0.008
32. C -0.620
33. O 0.108
34. O 0.015
35. C -0.039
36. H 0.093
37. H 0.094
38. H 0.098
39. H 0.081
40. H 0.104
41. H 0.100
42. C -0.038
43. O 0.008
44. C -0.619
45. O 0.115
46. O 0.004
47. C -0.034
48. H 0.090
49. H 0.092
50. H 0.096
51. H 0.099
52. H 0.101
53. H 0.083
54. C -0.031
55. O 0.007
56. C -0.620
57. O 0.117
58. O 0.005
59. C -0.043
60. H 0.084
61. H 0.071
62. H 0.102
63. H 0.097
64. H 0.097
65. H 0.093
66. C -0.041
67. O 0.006
68. C -0.620
69. O 0.116
70. O 0.007
71. C -0.036
72. H 0.093
73. H 0.098
74. H 0.098
75. H 0.092
76. H 0.098
77. H 0.095
78. C -0.043
79. O 0.001
80. C -0.623
81. O 0.125
82. O 0.000
83. C -0.037
84. H 0.092
85. H 0.098
86. H 0.097
87. H 0.098
88. H 0.095
89. H 0.093
90. C -0.039
91. O 0.007
92. C -0.620
93. O 0.121
94. O 0.005
95. C -0.042
96. H 0.096
97. H 0.086
98. H 0.100
99. H 0.098


ORCA calculation (ωB97M-V/def2-TZVPD) on a structure of composition C25H52Cl2P2PdSi2 in a non-equilibrium geometry.

Results
Energy relative to the best compared isomer or geometry (same formula, charge and spin)   80.21 kJ/mol
Net charge   0
⟨S²⟩   6.022
E   -3293.545309 Eh
2S+1   5
HOMO (spin up / spin down)   -5.5 / -6.8 eV

Geometry (Å):
Pd 0.139 -0.037 -0.239
C -1.389 0.433 2.553
C 0.026 0.162 2.610
C 0.655 1.101 1.771
Si 0.760 -1.313 3.454
C -0.412 1.924 1.068
C -1.626 1.464 1.538
Si -3.318 1.833 0.790
H -2.153 0.008 3.211
H 1.737 1.384 1.734
H -0.171 2.790 0.496
Cl 2.866 -0.005 -4.431
C -4.691 1.010 1.716
C -3.560 3.680 0.776
C -0.585 -2.459 4.024
C 1.820 -0.758 4.870
H -3.086 4.131 1.670
H -4.645 3.890 0.825
H -3.152 4.176 -0.122
H -5.035 0.089 1.219
H -5.546 1.707 1.777
H -4.389 0.755 2.743
H 1.505 0.240 5.211
H 2.887 -0.712 4.602
H 1.706 -1.461 5.712
H -0.936 -2.141 5.017
H -0.198 -3.482 4.112
H -1.443 -2.468 3.340
C -3.183 1.134 -0.969
C 1.805 -2.216 2.134
P -1.499 1.018 -1.683
H -3.815 1.760 -1.614
H -3.613 0.133 -0.967
P 2.135 -1.362 0.538
H 1.303 -3.167 1.921
H 2.776 -2.464 2.606
C 2.827 -2.722 -0.559
C 3.567 -0.271 0.965
C -1.127 2.801 -2.031
C -1.810 0.197 -3.360
C -1.708 -1.337 -3.287
H -1.008 0.594 -4.009
C -3.184 0.546 -3.974
H -4.006 0.182 -3.331
H -3.249 0.026 -4.941
H -3.315 1.624 -4.154
H -0.684 -1.685 -3.072
H -2.002 -1.742 -4.273
H -2.402 -1.744 -2.525
H -1.333 3.285 -1.066
C -2.014 3.477 -3.080
C 0.342 3.057 -2.384
H -3.088 3.409 -2.856
H -1.828 3.066 -4.080
H -1.764 4.545 -3.117
H 1.019 2.778 -1.572
H 0.484 4.133 -2.569
H 0.644 2.517 -3.287
H 3.249 0.214 1.895
C 3.813 0.811 -0.081
C 4.883 -0.987 1.263
H 4.805 -1.717 2.080
H 5.626 -0.249 1.575
H 5.279 -1.490 0.378
H 2.962 1.488 -0.200
H 4.048 0.391 -1.065
H 4.670 1.431 0.229
C 1.768 -3.434 -1.407
C 3.597 -3.804 0.219
H 3.527 -2.196 -1.225
H 2.939 -4.335 0.920
H 4.456 -3.413 0.776
H 3.977 -4.534 -0.504
H 1.012 -3.925 -0.777
H 2.270 -4.222 -1.997
H 1.264 -2.774 -2.128
C 1.309 -0.013 -2.029
H 2.039 -0.990 -1.947
H 1.858 0.973 -1.981
H 0.504 -0.134 -2.906
Cl -2.498 -1.770 0.542
C -0.890 -1.885 0.015
H -0.862 -2.376 -0.956
H -0.343 -2.548 0.788

In the Löwdin picture, each atom carries the following charge in e:
1. Pd 0.603
2. C -0.116
3. C -0.308
4. C -0.164
5. Si 0.501
6. C -0.175
7. C -0.281
8. Si 0.510
9. H 0.093
10. H 0.098
11. H 0.080
12. Cl -0.321
13. C -0.169
14. C -0.168
15. C -0.170
16. C -0.172
17. H 0.046
18. H 0.036
19. H 0.027
20. H 0.034
21. H 0.037
22. H 0.034
23. H 0.040
24. H 0.031
25. H 0.037
26. H 0.041
27. H 0.041
28. H 0.017
29. C -0.410
30. C -0.392
31. P 0.977
32. H 0.041
33. H 0.007
34. P 0.978
35. H 0.037
36. H 0.046
37. C -0.519
38. C -0.546
39. C -0.536
40. C -0.510
41. C -0.122
42. H 0.107
43. C -0.118
44. H 0.077
45. H 0.082
46. H 0.052
47. H 0.049
48. H 0.089
49. H 0.071
50. H 0.067
51. C -0.117
52. C -0.115
53. H 0.067
54. H 0.080
55. H 0.083
56. H 0.047
57. H 0.088
58. H 0.079
59. H 0.084
60. C -0.120
61. C -0.119
62. H 0.067
63. H 0.081
64. H 0.079
65. H 0.048
66. H 0.081
67. H 0.088
68. C -0.120
69. C -0.119
70. H 0.107
71. H 0.073
72. H 0.052
73. H 0.082
74. H 0.076
75. H 0.090
76. H 0.053
77. C -0.368
78. H -0.018
79. H -0.041
80. H -0.020
81. Cl 0.619
82. C -0.735
83. H -0.023
84. H 0.003